*i*
The following is a quantum chemistry calculation of a cluster of 2 separate species, C9H14S in total, from OMol25.

Element x y z (Å)
1 C 1.622 -1.088 2.151
2 C 1.523 -0.071 1.068
3 C 2.184 -0.277 -0.154
4 C 2.102 0.722 -1.126
5 C 1.491 1.960 -0.959
6 C 0.899 2.080 0.312
7 C 0.823 1.123 1.293
8 H 1.478 -0.716 3.201
9 H 2.579 -1.504 2.273
10 H 0.890 -1.927 2.236
11 H 2.746 -1.136 -0.385
12 H 2.621 0.522 -2.088
13 H 1.565 2.678 -1.744
14 H 0.215 2.889 0.465
15 H 0.326 1.395 2.202
16 C -3.152 -0.058 -1.676
17 S -2.011 -0.432 -0.235
18 C -1.719 -2.317 -0.201
19 H -4.146 -0.427 -1.495
20 H -3.099 1.004 -1.763
21 H -2.749 -0.572 -2.539
22 H -0.717 -2.398 0.273
23 H -1.628 -2.572 -1.236
24 H -2.543 -2.854 0.247

Computed properties:
Gap between HOMO and LUMO   0.34182 hartree
Structure (SMILES)   Cc1ccccc1.CSC
LUMO level   0.954 eV

=====

*ii*
The following is a quantum chemistry calculation of a cluster of 2 separate species, C9H14S in total, from OMol25.

Element x y z (Å)
1 C 3.801 0.863 1.125
2 C 2.378 0.845 0.700
3 C 1.375 0.557 1.608
4 C 0.001 0.661 1.270
5 C -0.379 1.013 -0.047
6 C 0.600 1.251 -0.991
7 C 1.944 1.105 -0.598
8 H 4.244 1.851 1.231
9 H 4.412 0.267 0.376
10 H 3.878 0.470 2.142
11 H 1.520 0.256 2.636
12 H -0.694 0.400 2.114
13 H -1.456 1.148 -0.227
14 H 0.236 1.209 -1.967
15 H 2.655 1.228 -1.317
16 C -1.698 -1.237 -0.933
17 C -3.109 -1.894 -0.608
18 S -4.228 -1.489 -1.955
19 H -0.952 -1.495 -0.189
20 H -1.723 -0.208 -0.917
21 H -1.341 -1.761 -1.848
22 H -3.169 -3.049 -0.493
23 H -3.464 -1.624 0.331
24 H -4.831 -0.367 -1.444

Computed properties:
Gap between HOMO and LUMO   0.35492 hartree
Structure (SMILES)   Cc1ccccc1.CCS
LUMO level   0.832 eV

=====

*iii*
The following is a quantum chemistry calculation of a cluster of 2 separate species, C9H14S in total, from OMol25.

Element x y z (Å)
1 C 1.786 -3.987 -0.216
2 C 1.832 -2.536 -0.601
3 C 2.173 -2.083 -1.864
4 C 2.180 -0.731 -2.171
5 C 1.953 0.174 -1.140
6 C 1.550 -0.251 0.122
7 C 1.591 -1.605 0.415
8 H 2.615 -4.319 0.407
9 H 1.783 -4.608 -1.083
10 H 0.847 -4.250 0.273
11 H 2.310 -2.850 -2.620
12 H 2.501 -0.314 -3.115
13 H 2.206 1.220 -1.261
14 H 1.476 0.536 0.861
15 H 1.535 -1.957 1.434
16 C -2.436 3.052 -0.180
17 S -2.851 2.866 1.559
18 C -2.895 1.088 1.917
19 H -2.043 2.139 -0.620
20 H -3.279 3.321 -0.818
21 H -1.773 3.914 -0.184
22 H -3.816 0.821 2.427
23 H -2.117 0.949 2.657
24 H -2.618 0.403 1.126

Computed properties:
Gap between HOMO and LUMO   0.33731 hartree
Structure (SMILES)   Cc1ccccc1.CSC
LUMO level   0.881 eV

=====

*iv*
The following is a quantum chemistry calculation of a cluster of 2 separate species, C9H14S in total, from OMol25.

Element x y z (Å)
1 C 0.227 -0.348 2.313
2 C 0.943 0.138 1.070
3 C 1.435 1.420 0.925
4 C 2.261 1.770 -0.154
5 C 2.704 0.785 -1.004
6 C 2.101 -0.477 -0.957
7 C 1.270 -0.807 0.094
8 H -0.015 0.454 3.010
9 H 0.870 -1.107 2.734
10 H -0.716 -0.795 1.980
11 H 1.205 2.156 1.687
12 H 2.410 2.817 -0.309
13 H 3.437 0.946 -1.787
14 H 2.417 -1.216 -1.681
15 H 0.932 -1.834 0.189
16 C -2.219 -1.670 -1.543
17 S -2.440 -0.975 0.114
18 C -2.520 0.785 -0.207
19 H -1.204 -1.616 -1.935
20 H -2.508 -2.715 -1.428
21 H -2.944 -1.170 -2.183
22 H -1.642 1.191 -0.712
23 H -2.723 1.253 0.748
24 H -3.281 1.014 -0.965

Computed properties:
Gap between HOMO and LUMO   0.34199 hartree
Structure (SMILES)   Cc1ccccc1.CSC
LUMO level   0.896 eV

=====

Stability, descending: *iv*, *iii*, *i*, *ii*

=====

*i*
The following is a quantum chemistry calculation of an isolated molecule of C3H4N2OS2, from OMol25.

Element x y z (Å)
1 O -0.314 2.162 -0.080
2 C 0.020 1.008 0.084
3 N -0.863 -0.094 0.382
4 C -2.225 -0.022 0.225
5 S -3.157 -1.356 -0.130
6 N 1.388 0.570 -0.097
7 C 1.917 -0.735 -0.092
8 S 1.268 -2.278 0.051
9 H -0.586 -1.050 -0.032
10 H -2.421 1.081 0.065
11 H 1.908 1.501 -0.317
12 H 3.066 -0.788 -0.059

Computed properties:
Gap between HOMO and LUMO   0.29233 hartree
Structure (SMILES)   O=C(NC=S)NC=S
LUMO level   -0.959 eV

=====

*ii*
The following is a quantum chemistry calculation of an isolated molecule of C3H4N2OS2, from OMol25.

Element x y z (Å)
1 O 3.463 0.898 -0.854
2 C 2.490 0.322 -0.450
3 N 1.244 0.827 -0.283
4 C 0.416 -0.028 0.180
5 C -0.969 0.217 0.613
6 S -2.019 -0.061 -0.902
7 S 1.162 -1.703 0.530
8 N 2.532 -1.032 -0.092
9 H -1.286 1.318 0.757
10 H -1.510 -0.385 1.437
11 H -1.250 0.446 -1.873
12 H 3.504 -1.505 -0.009

Computed properties:
Gap between HOMO and LUMO   0.32467 hartree
Structure (SMILES)   O=c1nc(CS)s[nH]1
LUMO level   -0.078 eV

=====

Stability, descending: *ii*, *i*

=====

*i*
The following is a quantum chemistry calculation of a cluster of 2 separate species, C4H12OP2 in total, from OMol25.

Element x y z (Å)
1 C -2.135 1.600 -0.321
2 C 2.810 -0.363 1.090
3 C -1.171 -0.586 1.250
4 C -1.352 -0.798 -1.890
5 O 1.384 0.332 -1.086
6 P 2.739 0.610 -0.469
7 P -1.119 0.274 -0.415
8 H -2.545 1.985 -1.196
9 H -2.233 2.145 0.561
10 H 2.948 -1.499 0.808
11 H 1.835 -0.342 1.698
12 H 3.597 0.084 1.677
13 H -1.380 0.164 1.961
14 H -1.843 -1.446 1.107
15 H -0.132 -0.900 1.558
16 H -0.327 -0.905 -2.431
17 H -1.774 -1.771 -1.582
18 H -2.069 -0.337 -2.631
19 H 2.767 1.751 0.308

Computed properties:
Gap between HOMO and LUMO (spin up / spin down)   0.21363 / 0.21350 hartree
LUMO level (spin up / spin down)   -0.754 / -0.756 eV

=====

*ii*
The following is a quantum chemistry calculation of an isolated molecule of C4H12OP2, from OMol25.

Element x y z (Å)
1 C 1.703 0.697 -1.064
2 C 1.195 -0.521 -0.305
3 C 2.177 -0.935 0.785
4 O -0.078 -0.332 0.328
5 P -1.129 0.888 0.336
6 C -2.735 0.416 0.803
7 P -3.577 -0.559 -0.504
8 H 2.725 0.515 -1.383
9 H 1.097 0.889 -1.948
10 H 1.690 1.572 -0.417
11 H 1.059 -1.357 -1.004
12 H 2.368 -0.100 1.456
13 H 3.115 -1.250 0.336
14 H 1.767 -1.761 1.360
15 H -0.699 1.615 -0.799
16 H -0.664 1.766 1.310
17 H -3.252 1.355 1.019
18 H -4.233 -1.428 0.371
19 H -2.530 -1.471 -0.677

Computed properties:
Gap between HOMO and LUMO   0.29605 hartree
Structure (SMILES)   CC(C)O[PH2]=CP
LUMO level   0.788 eV

=====

Stability, descending: *ii*, *i*

=====

*i*
The following is a quantum chemistry calculation of a structure of composition C2H4NO2S, from OMol25.

Element x y z (Å)
1 C 0.778 0.288 -0.479
2 C -1.691 0.104 0.331
3 N -0.666 1.036 0.523
4 O 1.923 1.056 -0.654
5 O 2.910 -1.340 -0.174
6 S 2.279 -0.147 0.451
7 H 0.648 -0.626 -1.054
8 H -2.328 0.540 -0.512
9 H -2.486 0.067 1.191
10 H -1.366 -0.981 0.376

Computed properties:
Total charge   -1
Gap between HOMO and LUMO   0.20805 hartree
LUMO level   3.697 eV

=====

*ii*
The following is a quantum chemistry calculation of a cluster of 2 separate species, C2H4NO2S in total, from OMol25.

Element x y z (Å)
1 C -1.496 -0.277 -0.199
2 C 0.947 0.243 0.633
3 N -1.095 -1.182 -0.870
4 O -3.636 -0.690 0.948
5 O -3.903 0.766 -1.082
6 S -3.210 0.533 0.199
7 H 0.913 0.847 1.515
8 H 1.050 -0.847 0.777
9 H 1.399 0.801 -0.281
10 H -1.599 -1.985 -1.185

Computed properties:
Total charge   -1
Gap between HOMO and LUMO (spin up / spin down)   0.28227 / 0.23664 hartree
LUMO level (spin up / spin down)   4.062 / 4.012 eV

=====

Stability, descending: *ii*, *i*

=====

*i*
The following is a quantum chemistry calculation of the ion C2H4NO2S with charge -1, from OMol25.

Element x y z (Å)
1 C 1.169 -0.768 -0.023
2 C 0.082 -0.284 -0.905
3 N -0.865 -0.750 1.325
4 O -1.307 2.029 0.024
5 O 0.570 -0.929 1.244
6 S -1.238 0.089 0.026
7 H 1.586 -1.697 -0.298
8 H 2.052 -0.078 0.028
9 H -2.178 2.001 0.273
10 H 0.130 0.387 -1.694

Computed properties:
Total charge   -1
Gap between HOMO and LUMO   0.23608 hartree
LUMO level   3.988 eV

=====

*ii*
The following is a quantum chemistry calculation of a structure of composition C2H4NO2S, from OMol25.

Element x y z (Å)
1 C -2.208 -2.216 -0.185
2 C -1.436 0.178 0.296
3 N -1.735 -1.190 0.082
4 O 1.404 0.707 0.793
5 O 3.606 -0.322 0.059
6 S 2.168 0.021 -0.278
7 H 2.414 1.386 -1.444
8 H -2.175 0.694 0.871
9 H -1.718 0.553 -0.630
10 H -0.320 0.189 0.436

Computed properties:
Total charge   -1
Gap between HOMO and LUMO   0.26481 hartree
LUMO level   3.728 eV

=====

Stability, descending: *ii*, *i*

=====

*i*
The following is a quantum chemistry calculation of a cluster of 2 separate species, BrH2NOS in total, from OMol25.

Element x y z (Å)
1 N -0.257 1.463 1.972
2 O 1.006 0.281 -0.813
3 S 0.474 0.896 3.052
4 Br -0.736 0.099 4.802
5 H 1.715 0.893 -1.194
6 H 0.772 -0.391 -1.487

Computed properties:
Gap between HOMO and LUMO   0.32386 hartree
LUMO level   -1.159 eV

=====

*ii*
The following is a quantum chemistry calculation of an isolated molecule of BrH2NOS, from OMol25.

Element x y z (Å)
1 N 1.046 0.782 -0.336
2 S -0.056 -0.150 0.167
3 O 0.123 -1.799 0.020
4 Br -2.276 0.560 0.071
5 H 1.197 0.811 -1.375
6 H -0.034 -0.205 1.453

Computed properties:
Gap between HOMO and LUMO   0.32154 hartree
Structure (SMILES)   N=[S@H](=O)Br
LUMO level   -1.877 eV

=====

Stability, descending: *i*, *ii*